(1)
C4H11MgO7PS2 | the ωB97M-V functional and the def2-TZVPD basis

Summary:
calculated total energy = -2022.8298 hartree

Structure (ORCA input):
```
! wB97M-V def2-TZVPD RIJCOSX def2/J DEFGRID3
* xyz 2 1
C 3.4783 -0.3610 0.9430
P 2.4868 0.2165 -0.4551
O 1.8129 -1.1504 -1.1670
O 1.1018 0.9273 0.2635
S 0.7328 2.3319 -0.4940
O 0.2329 1.9077 -1.8158
O -0.5882 2.6474 0.4571
C -1.7475 2.0357 -0.0963
C -1.5387 0.5379 -0.1878
C -1.4185 -0.2529 1.0785
S -1.6605 -1.8805 0.4102
O -2.5316 -2.6252 1.1801
O -2.0640 -1.6862 -1.0019
O -0.2436 -2.5688 0.4283
H 2.9008 -0.5216 1.8379
H 4.2689 0.3504 1.1161
H 3.9334 -1.2871 0.6218
H 1.9346 -0.9785 -2.1084
H -2.0251 2.4268 -1.0639
H -2.5878 2.2039 0.5578
H -0.6493 0.2897 -0.7846
H -2.4509 0.1372 -0.7133
H -2.1720 0.1004 1.7610
H -0.4507 -0.1943 1.5338
H 0.3518 -2.1617 -0.2268
Mg -1.1069 -0.4445 -2.0743
*
```

---

(2)
C4H7O2 | the ωB97M-V functional and the def2-TZVPD basis

Summary:
calculated total energy = -306.9952 hartree
<S²> = 0.762

Structure (ORCA input):
```
! wB97M-V def2-TZVPD RIJCOSX def2/J DEFGRID3
* xyz 0 2
O 1.8216 1.7210 0.4909
C 1.8021 0.5967 -0.0180
C 0.9836 -0.4554 0.4402
C -0.4615 -0.1929 0.7672
C -1.4230 0.1213 -0.3921
O -1.4944 -0.8335 -1.4838
H 2.6035 0.3810 -0.7689
H -0.5870 -1.1354 -1.5378
H 1.3557 -1.4524 0.6257
H -0.8095 -0.9344 1.5007
H -0.3817 0.7475 1.3447
H -2.4051 0.4424 -0.0479
H -1.0045 0.9939 -0.9208
*
```

---

(3)
C14H49F3N20O13 | the ωB97M-V functional and the def2-TZVPD basis

Summary:
calculated total energy = -2935.8903 hartree
<S²> = 0.751

Structure (ORCA input):
```
! wB97M-V def2-TZVPD RIJCOSX def2/J DEFGRID3
* xyz -1 2
O 3.0650 -2.5107 1.8046
H 2.6334 -2.0642 1.0725
H 2.5171 -3.2436 2.0949
H 3.9411 -2.8363 1.5851
C 0.9552 -0.0491 -0.1586
O -0.1269 -0.8784 -0.4288
O 2.1411 -0.8652 -0.2389
C 0.7647 1.2188 -1.0580
F 0.1094 2.1801 -0.4097
F 2.0186 1.6427 -1.3082
F 0.2001 1.1243 -2.2547
C -1.0622 -1.3508 0.6304
C -2.4539 -1.4662 -0.0436
H -3.2299 -1.4373 0.7214
H -2.6263 -0.5618 -0.6271
H -2.5078 -2.4236 -0.5617
H -1.1501 -0.6742 1.4805
H -0.7471 -2.3520 0.9243
H 0.8959 0.2628 0.8841
C -2.0618 3.7894 2.2792
O -3.1968 4.1296 2.0456
N -1.2887 4.5299 3.0298
N -1.3721 2.7075 1.9060
H -1.5463 5.4790 3.2595
H -0.3333 4.2580 3.2125
H -1.7566 1.9218 1.4011
H -0.3916 2.8971 2.0568
C -0.1122 -4.2482 -1.4049
O -0.4442 -5.4536 -1.4562
N -0.7860 -3.3251 -1.9576
N 0.6810 -3.7395 -0.5302
H -0.5568 -2.3570 -1.7832
H -1.0598 -3.5755 -2.8970
H 0.9483 -2.7676 -0.4675
H 1.1240 -4.2875 0.1934
C 0.5960 -0.9894 4.3966
O 0.5906 -1.8175 3.4899
N 0.3626 0.2382 4.2777
N 0.6493 -1.1745 5.7354
H 0.4695 0.6883 3.3798
H -0.0355 0.8486 4.9770
H 0.5025 -0.3767 6.3370
H 0.6583 -2.1268 6.0717
C -3.8611 -6.4386 -1.5135
O -4.9682 -6.8456 -1.7495
N -3.7971 -5.1353 -1.2084
N -2.6922 -7.0744 -1.3816
H -4.5095 -4.7286 -0.6192
H -2.9031 -4.6680 -1.1590
H -2.5533 -8.0518 -1.5950
H -1.7999 -6.6341 -1.2082
C -3.6207 2.3795 -1.9060
O -4.3811 1.7997 -1.1203
N -2.7652 1.8263 -2.6249
N -3.6521 3.6764 -2.1113
H -2.6779 0.8201 -2.6356
H -2.1639 2.3785 -3.2195
H -4.2762 4.1691 -1.4885
H -2.9627 4.2050 -2.6264
C 3.0074 3.9035 -3.5661
O 3.4411 4.8041 -4.3197
N 2.8230 2.6352 -3.8563
N 2.5906 4.2525 -2.4055
H 3.2438 2.3018 -4.7118
H 2.4435 2.0311 -3.1414
H 2.6296 3.5223 -1.7088
H 2.4950 5.2280 -2.1621
C -6.3286 -0.4477 2.1601
O -5.8934 -0.4215 3.3084
N -5.8000 0.0031 1.0921
N -7.4214 -1.1085 1.8695
H -4.8766 0.3874 1.2325
H -6.1014 -0.2109 0.1522
H -7.6166 -1.0544 0.8800
H -8.1152 -1.3665 2.5566
C 2.9243 -1.3256 -3.9337
O 3.3165 -1.4687 -5.0454
N 1.7733 -0.8849 -3.6465
N 3.6124 -1.5572 -2.8533
H 1.1500 -0.6322 -4.3999
H 1.5151 -0.7333 -2.6818
H 4.4525 -2.0902 -3.0271
H 3.2463 -1.4016 -1.9249
C 5.8027 0.7716 0.2582
O 6.8191 1.2972 0.6139
N 4.9936 0.2389 1.1334
N 5.2636 0.7664 -0.9710
H 4.0621 -0.0417 0.8617
H 5.4798 -0.0914 1.9548
H 4.4499 0.1914 -1.1365
H 5.7118 1.3579 -1.6562
C 2.3495 3.5187 2.2259
O 1.6674 2.8468 2.9808
N 2.7515 3.1335 1.0732
N 2.7664 4.7524 2.5131
H 3.5477 3.6353 0.7067
H 2.5634 2.1619 0.8714
H 2.3493 5.3089 3.2456
H 3.5175 5.1443 1.9633
*
```

---

(4)
C3H4I2 | the ωB97M-V functional and the def2-TZVPD basis

Summary:
calculated total energy = -712.0238 hartree

Structure (ORCA input):
```
! wB97M-V def2-TZVPD RIJCOSX def2/J DEFGRID3
* xyz 0 1
C 0.1891 -0.7714 0.5318
C 0.6219 0.0269 -0.7255
C -0.5115 0.5105 0.1934
I -2.4097 0.6953 -0.7798
I -0.2800 2.1052 1.8143
H -0.2340 -1.8541 0.2069
H 0.8503 -0.8158 1.3616
H 1.6048 0.4635 -0.9811
H 0.1690 -0.3600 -1.6214
*
```